# 1
Molecular formula: C20H17BrTm
Method: DFT, the ωB97M-V functional and the def2-TZVPD basis

Geometry as XYZ:
```
39
Properties=species:S:1:pos:R:3:forces:R:3
C 0.56603 -3.43111 -0.65784 0.18 -1.48 0.53
C 1.84738 -3.71274 -0.03016 -1.00 -1.00 -0.28
C 1.68881 -3.47773 1.35675 -0.38 -0.65 0.47
H 2.76681 -4.03451 -0.52320 -0.37 0.27 0.08
C 0.32747 -3.09944 1.61667 0.01 -1.40 -0.53
C -0.37084 -3.11759 0.37446 0.53 -0.58 0.20
H -1.45720 -3.07051 0.23326 0.65 0.52 -0.03
H 0.28274 -3.62578 -1.69631 0.27 0.50 0.35
H 2.43571 -3.60627 2.13980 -0.07 0.03 -0.30
H -0.12270 -3.17202 2.60798 0.14 0.73 -0.36
Tm 1.55947 -1.39056 0.18270 -0.22 4.43 -0.87
Br 3.40809 -0.51182 -1.58411 -0.23 -0.34 0.50
C -1.83261 0.37471 -2.89118 0.26 -1.02 0.33
C -2.69525 -0.62631 -2.33018 0.09 0.19 -1.12
C -2.32961 -1.88264 -2.89927 0.85 0.63 0.04
H -3.61268 -0.42507 -1.76438 0.46 -0.11 -0.09
C -1.16487 -1.67933 -3.71430 -0.55 0.37 0.55
C -0.86364 -0.28531 -3.70959 -0.59 -0.26 0.63
H -0.02189 0.19106 -4.20610 -0.16 -0.08 0.00
H -1.87200 1.44168 -2.67411 0.00 -0.23 -0.07
H -2.83498 -2.83218 -2.73784 0.07 0.11 0.00
H -0.59777 -2.45627 -4.22966 -0.19 0.20 0.04
C -0.14201 4.72384 0.46225 0.21 -0.63 0.75
C 0.02389 3.80071 -0.59348 0.06 -0.13 0.16
C 0.29727 2.46413 -0.34296 -0.09 0.40 -0.32
C 0.39267 1.95437 0.97283 -0.07 1.61 1.37
C 0.72633 0.62767 1.30920 0.15 -2.42 -1.78
C 0.75990 0.20068 2.60362 -0.06 1.36 0.73
C 0.58746 1.14323 3.65950 -0.08 -0.20 0.41
C 0.33917 2.45730 3.40789 -0.11 0.02 -0.13
C 0.20093 2.89260 2.06180 0.33 0.12 -0.82
C -0.02900 4.25547 1.76980 -0.31 0.83 -0.73
H -0.32732 5.78719 0.25324 0.09 -0.56 0.15
H -0.04715 4.17981 -1.61072 0.02 -0.30 0.08
H 0.43922 1.79193 -1.18457 -0.06 -0.04 0.11
H 0.91950 -0.83593 2.89251 0.11 -0.10 -0.04
H 0.63894 0.80845 4.68278 0.08 -0.09 0.29
H 0.23336 3.19819 4.21117 0.01 -0.39 -0.28
H -0.11965 4.98009 2.58176 -0.01 -0.28 -0.03
```
Positions in Å, forces in eV/Å.

Computed properties:
lowest unoccupied orbital energy (spin up / spin down) = 0.0748 / 0.0754 hartree
strongest force on any atom = 4.519 eV Å⁻¹
HOMO (spin up / spin down) = -2.87 / -2.87 eV
energy above the lowest of the compared OMol25 structures with the same formula, charge and spin = 34.0 kcal per mole
Kohn-Sham gap (spin up / spin down) = 4.903 / 4.920 eV
charge = -1
electronic energy = -4431.5545 hartree
2S+1 = 3
expectation value of S² = 2.002


# 2
Molecular formula: C20H17Cl2NO3S
Method: DFT, the ωB97M-V functional and the def2-TZVPD basis

Geometry as XYZ:
```
44
Properties=species:S:1:pos:R:3:forces:R:3
O -0.41014 -1.42570 -0.71655 0.17 -0.14 0.15
C -0.88214 -0.42544 -1.22517 -0.02 0.07 -0.18
N -2.12862 -0.37916 -1.75773 -0.08 0.07 -0.12
H -2.49313 0.49690 -2.09284 0.11 0.00 0.00
C -3.04890 -1.49137 -1.64927 0.04 -0.14 0.07
C -4.14282 -1.20355 -0.65280 -0.13 -0.01 -0.04
C -3.80258 -0.98045 0.67604 -0.10 0.01 0.07
C -4.79158 -0.68580 1.59750 0.02 -0.05 -0.25
C -6.12292 -0.61235 1.21662 -0.01 0.00 0.02
C -6.45585 -0.83760 -0.10682 -0.04 0.02 0.06
C -5.47339 -1.12682 -1.03911 0.13 -0.06 -0.01
H -5.74394 -1.29983 -2.07036 -0.01 -0.02 -0.12
H -7.48961 -0.78378 -0.41275 -0.10 0.01 -0.02
H -6.88245 -0.38396 1.94718 -0.05 0.02 0.09
Cl -4.36001 -0.40818 3.24809 0.04 0.03 0.19
H -2.77049 -1.04357 0.98480 0.13 0.01 0.08
H -2.45032 -2.34541 -1.31820 -0.13 0.08 -0.15
H -3.47421 -1.70799 -2.63353 0.04 -0.05 0.11
C -0.12973 0.83706 -1.31989 -0.34 0.78 -0.12
C -0.47578 2.13769 -1.60086 0.06 -0.84 0.12
C 0.69447 2.90450 -1.43966 0.62 -0.38 0.14
C 1.68107 2.02258 -1.07832 -0.38 0.94 -0.32
C 3.07434 2.23649 -0.67836 0.00 -0.13 0.78
H 3.68560 1.34824 -0.81162 0.12 -0.01 -0.14
H 3.50921 3.09702 -1.18037 0.03 0.00 0.05
S 3.14840 2.65751 1.16683 0.30 -1.42 -0.59
O 2.07342 3.61696 1.39470 -0.79 1.01 0.28
C 2.49904 1.02430 1.79652 0.24 0.54 -0.13
C 3.38877 -0.09263 1.38150 0.16 -0.20 0.01
C 4.74466 -0.04191 1.69552 -0.11 -0.07 -0.03
C 5.60223 -1.05010 1.29882 0.06 -0.12 -0.07
C 5.09846 -2.12371 0.58046 -0.10 0.19 0.07
C 3.75250 -2.19371 0.26154 0.10 -0.04 0.01
C 2.90171 -1.17802 0.66045 0.04 0.05 0.08
H 1.85522 -1.23899 0.40210 -0.12 0.02 -0.04
H 3.36901 -3.03367 -0.29523 -0.01 -0.10 -0.05
Cl 6.16725 -3.38846 0.07883 0.11 -0.14 -0.05
H 6.65179 -1.00743 1.54343 0.10 -0.03 0.01
H 5.12987 0.79760 2.25585 0.08 0.06 0.09
H 1.47776 0.90353 1.44390 -0.04 0.12 -0.04
H 2.48765 1.15409 2.87986 -0.02 0.10 -0.01
O 1.18123 0.77992 -0.99968 0.03 -0.44 0.05
H 0.79755 3.96251 -1.56083 0.09 0.23 0.02
H -1.44259 2.51269 -1.87059 -0.24 0.01 -0.04
```
Positions in Å, forces in eV/Å.

Computed properties:
lowest unoccupied orbital energy = 0.0179 hartree
strongest force on any atom = 1.565 eV Å⁻¹
HOMO = -8.74 eV
Kohn-Sham gap = 9.221 eV
electronic energy = -2371.3784 hartree


# 3
Molecular formula: C20H17Cl7N4NiO4
Method: DFT, the ωB97M-V functional and the def2-TZVPD basis

Geometry as XYZ:
```
53
Properties=species:S:1:pos:R:3:forces:R:3
Ni 0.02743 1.28626 0.79002 -0.38 -0.13 -0.62
Cl -5.27104 -3.59299 2.22958 0.00 0.01 0.01
C -4.09130 -2.31220 2.16819 -0.03 -0.02 0.06
C -3.77470 -1.61878 3.35469 -0.01 -0.03 -0.07
C -2.85609 -0.61312 3.33667 0.02 0.03 -0.02
Cl -2.47724 0.23988 4.79250 -0.01 -0.02 0.00
C -2.16306 -0.21074 2.13535 0.00 0.00 -0.10
O -1.33727 0.74146 2.16746 0.09 -0.01 0.05
C -2.51126 -0.95858 0.95924 0.16 0.16 0.12
C -1.87794 -0.71599 -0.29647 -0.03 -0.07 0.03
O -0.92068 0.02442 -0.54231 0.07 -0.02 -0.06
C -3.48167 -1.98365 1.00022 -0.05 -0.05 -0.11
H -4.27035 -1.88600 4.27830 0.02 0.02 0.01
H -2.29708 -1.28921 -1.14094 0.03 0.00 0.00
H -3.73382 -2.51256 0.08639 0.03 0.03 0.05
Cl 0.84124 3.05083 2.42872 0.27 0.19 0.37
C -0.20498 3.92241 1.32390 -0.26 0.09 -0.34
C -0.74321 3.12833 0.32797 0.10 -0.13 0.24
C -1.54262 3.77091 -0.59459 0.05 0.23 0.19
Cl -2.23476 2.84472 -1.89516 -0.05 -0.05 -0.09
C -1.81064 5.14241 -0.51588 0.00 -0.10 -0.03
Cl -2.81129 5.91400 -1.69026 0.01 0.01 0.02
C -1.26135 5.89571 0.52372 -0.01 -0.03 -0.05
Cl -1.58772 7.58332 0.64454 0.01 -0.02 0.00
C -0.43620 5.27894 1.46433 0.04 0.06 0.09
Cl 0.26695 6.17505 2.75744 0.00 0.01 -0.02
N 2.70530 -0.15424 -3.62524 -0.07 -0.15 0.39
C 2.81612 1.00374 -2.70835 -0.07 -0.12 -0.07
C 1.51106 1.18632 -1.93018 0.18 0.06 0.07
N 1.70756 1.63497 -0.54367 -0.15 -0.22 -0.07
H 3.51449 -0.20896 -4.23141 0.04 0.03 -0.03
H 1.89946 -0.03990 -4.23022 -0.02 -0.01 -0.02
H 2.62168 -1.76553 -2.56351 0.05 -0.37 0.22
H 3.08360 1.92123 -3.23657 0.05 0.06 -0.04
H 3.61739 0.78294 -2.00376 0.05 -0.03 0.04
H 1.01023 0.22873 -1.89057 -0.16 -0.13 0.03
H 0.83869 1.88855 -2.42427 -0.02 0.00 0.01
H 2.03581 2.59115 -0.51692 0.00 0.12 0.08
H 2.39271 1.04052 -0.09008 0.12 -0.03 -0.01
C 1.96116 -5.04909 -1.13950 -0.05 0.10 -0.01
N 1.79259 -3.81485 -0.36627 0.07 -0.05 -0.08
C 1.21704 -3.81313 0.88092 -0.02 -0.06 0.04
C 1.00152 -2.67412 1.55630 0.02 -0.07 0.16
C 1.41030 -1.42140 0.96013 -0.06 0.07 -0.18
O 1.22955 -0.33038 1.51625 0.03 -0.18 0.17
N 1.99807 -1.47594 -0.28095 0.07 0.11 -0.17
C 2.13081 -2.60834 -0.89999 -0.30 0.03 0.36
O 2.58783 -2.68242 -2.12658 0.13 0.61 -0.66
H 1.77765 -5.89496 -0.48471 -0.01 0.00 0.06
H 2.97019 -5.11029 -1.53579 0.04 0.02 0.04
H 1.26175 -5.08128 -1.97390 -0.01 0.04 0.03
H 0.94313 -4.78483 1.26792 0.00 0.00 -0.03
H 0.52494 -2.67334 2.52729 0.05 0.01 -0.07
```
Positions in Å, forces in eV/Å.

Computed properties:
lowest unoccupied orbital energy (spin up / spin down) = 0.0018 / 0.0018 hartree
strongest force on any atom = 0.908 eV Å⁻¹
HOMO (spin up / spin down) = -7.62 / -7.62 eV
Kohn-Sham gap (spin up / spin down) = 7.673 / 7.671 eV
electronic energy = -6022.0557 hartree
2S+1 = 3
expectation value of S² = 2.005


# 4
Molecular formula: C20H17ClFN3O5
Method: DFT, the ωB97M-V functional and the def2-TZVPD basis

Geometry as XYZ:
```
47
Properties=species:S:1:pos:R:3:forces:R:3
C 1.12837 -0.06925 -1.18755 0.60 1.10 -0.28
C -0.22703 -0.38886 -1.71451 1.96 0.21 -0.79
N -0.36203 -0.64896 -2.98315 -0.06 0.13 1.32
N -1.68784 -0.95903 -3.16973 -1.76 0.14 0.31
C -2.19026 -1.34357 -4.42913 -0.52 -1.74 -2.53
C -3.50733 -1.87054 -4.62059 -0.54 0.09 1.25
C -3.97004 -2.44349 -5.81774 2.70 1.13 -0.16
C -3.08041 -2.47324 -6.91806 -0.55 0.01 -0.11
C -1.78808 -1.95946 -6.82320 -0.83 -0.06 1.59
Cl -0.71150 -2.06444 -8.20091 -0.27 0.16 0.54
C -1.35245 -1.44024 -5.58580 -0.36 0.25 0.27
C -2.41440 -0.82358 -1.95872 -2.08 -0.69 -0.82
O -3.59513 -1.01541 -1.73292 0.24 -0.02 -0.78
C -1.45948 -0.43955 -0.96385 1.30 0.95 3.27
C -1.70589 -0.15748 0.37927 0.65 -0.71 -2.51
C -0.69547 0.21968 1.41796 -0.30 2.82 0.68
C -0.65175 1.55221 1.81871 1.29 -1.80 0.54
O 0.22917 2.01292 2.80860 -1.67 -0.11 -1.62
C 0.66634 1.05643 3.78077 0.16 0.67 -0.03
C 1.25147 -0.18104 3.06474 0.35 0.23 1.17
C 2.56331 0.21432 2.33704 0.45 -1.20 -0.29
C 3.59976 0.95648 3.22231 -0.51 0.71 -0.94
F 4.14329 0.14299 4.17367 0.32 -1.27 0.47
C 3.06024 2.14946 3.98295 -1.13 0.16 -0.72
C 1.72099 1.75829 4.69202 1.49 -1.35 -0.65
N 1.26239 2.93412 5.45211 -1.73 2.14 1.56
O 1.25050 2.83731 6.69942 0.15 0.10 -2.46
O 0.89263 3.95972 4.83383 1.04 -2.39 1.13
C 0.17797 -0.73798 2.11782 0.14 -1.81 -0.70
O 0.07856 -1.94311 1.89430 0.35 1.40 0.42
H 1.85970 0.10643 -2.00963 -0.68 -0.14 0.51
H 1.51576 -0.85349 -0.56710 0.12 -0.73 0.29
H 1.12080 0.81575 -0.52297 -0.13 -0.22 -0.52
H -4.20236 -1.86752 -3.76091 0.58 0.06 -0.58
H -4.95685 -2.84272 -5.90690 -0.38 -0.10 0.07
H -3.40578 -2.86764 -7.87579 0.00 -0.07 0.14
H -0.34418 -1.09888 -5.53946 0.58 0.21 0.21
H -2.74298 -0.18592 0.69297 -0.08 -0.13 -0.06
H -1.27073 2.32145 1.32702 0.61 -0.21 0.56
H -0.20830 0.77886 4.39008 0.19 0.00 -0.09
H 1.48998 -0.95995 3.83882 -0.34 0.56 -0.77
H 2.32434 0.83274 1.46770 0.09 0.18 0.15
H 3.02948 -0.72983 1.90931 -0.41 1.10 0.60
H 4.41883 1.31918 2.58505 -0.12 -0.28 0.03
H 3.81835 2.44619 4.71385 -0.27 0.02 -0.01
H 2.91747 2.97087 3.26409 -0.20 -0.13 0.38
H 2.01057 0.97980 5.42422 -0.39 0.62 -0.05
```
Positions in Å, forces in eV/Å.

Computed properties:
lowest unoccupied orbital energy = -0.0476 hartree
strongest force on any atom = 3.647 eV Å⁻¹
HOMO = -8.35 eV
energy above the lowest of the compared OMol25 structures with the same formula, charge and spin = 12.7 kcal per mole
Kohn-Sham gap = 7.058 eV
electronic energy = -1872.7073 hartree